Entry 1:
Entry from the OMol25 dataset: a molecular structure, C30H45F5P2Sm at a distorted geometry (ωB97M-V/def2-TZVPD).

The geometry in XYZ format:
```
83
Properties=species:S:1:pos:R:3:lowdin_spin:R:1
Sm -0.1828 0.0110 -0.2399 5.130
C 0.2781 -0.0833 -2.7082 -0.015
C -0.3218 1.1881 -2.4268 -0.016
C 1.7844 1.1677 -1.5297 -0.014
C 1.6006 -0.0665 -2.1837 -0.014
C 0.6139 1.9486 -1.6841 -0.017
C -0.3091 -1.1062 -3.6303 -0.001
H -1.3988 -1.1816 -3.4684 0.000
H 0.1256 -2.0981 -3.4582 0.000
H -0.1383 -0.8213 -4.6847 -0.001
C 2.7095 -0.9666 -2.5764 -0.001
H 2.3279 -1.8456 -3.1008 0.000
H 3.2465 -1.2974 -1.6838 0.000
H 3.4314 -0.4649 -3.2417 -0.001
C 3.0696 1.7058 -1.0518 -0.001
H 3.5754 2.3856 -1.7628 -0.001
H 3.7196 0.8589 -0.8335 0.000
H 2.9051 2.2666 -0.1194 0.000
C 0.6039 3.4295 -1.4475 -0.002
H 0.9404 3.9595 -2.3566 -0.001
H 1.2845 3.7056 -0.6333 0.000
H -0.4081 3.7655 -1.1771 0.000
C -1.4891 1.7007 -3.1862 -0.002
H -1.1717 1.8736 -4.2230 -0.001
H -1.8818 2.6148 -2.7383 0.000
H -2.3001 0.9676 -3.1866 0.000
C -3.3620 -0.1925 0.7751 -0.002
C -3.5536 -0.1110 -0.5563 -0.001
C -4.7779 0.5618 -1.1145 0.000
C -4.8471 2.1174 -1.0079 0.000
C -3.7226 2.8344 -0.3214 0.000
C -3.5835 2.7474 1.0364 0.000
C -4.5238 1.8992 1.8377 0.000
C -4.3869 0.3444 1.7312 0.000
H -5.6982 0.1707 -0.6526 0.000
H -5.7953 2.3628 -0.5122 0.000
H -4.8652 0.3052 -2.1783 0.000
H -5.3915 -0.0525 1.5135 0.000
H -2.4486 -0.6194 1.2254 0.000
H -2.8294 -0.4970 -1.2925 0.000
H -4.1520 -0.0262 2.7359 0.000
H -4.3790 2.1517 2.8956 0.000
H -2.7641 3.2147 1.5762 0.000
H -5.5654 2.1496 1.5970 0.000
H -4.9086 2.5043 -2.0344 0.000
H -3.0167 3.3536 -0.9641 0.000
P -0.0952 -2.7669 -0.1612 -0.010
C 1.2238 -3.6128 -1.1007 0.000
H 1.1644 -4.6891 -0.8469 0.000
H 2.2011 -3.2053 -0.7944 0.000
H 1.1254 -3.4581 -2.1874 0.000
C -0.1288 -3.4383 1.5347 -0.001
H -0.0412 -4.5385 1.4669 0.000
H -1.0325 -3.1327 2.0827 0.000
H 0.7269 -3.0429 2.0975 0.000
C -1.5495 -3.5404 -0.9291 -0.002
H -2.4570 -3.2586 -0.3682 0.000
H -1.3854 -4.6363 -0.9247 0.000
H -1.6490 -3.1640 -1.9628 0.000
P 0.5543 1.1199 2.1805 -0.010
C 0.7197 2.9372 2.0597 -0.002
H 0.4726 3.3662 3.0497 0.000
H 0.0497 3.3527 1.2788 0.000
H 1.7664 3.1774 1.7809 0.000
C -0.4537 0.5186 3.5755 -0.001
H -1.4502 0.9970 3.6183 0.000
H 0.1374 0.6754 4.5013 0.000
H -0.6050 -0.5723 3.4346 0.000
C 2.1525 0.8505 2.9366 -0.001
H 2.2609 1.5152 3.8097 0.000
H 2.9116 1.0890 2.1915 0.000
H 2.2972 -0.2081 3.1862 0.000
F 4.4677 0.8604 1.1171 0.000
C 4.4843 -0.5133 1.1825 -0.001
C 3.3743 -1.2918 0.9454 -0.007
C 3.5337 -2.6116 1.3000 -0.001
F 2.5121 -3.5137 1.2982 0.000
C 4.7095 -3.1955 1.7737 0.000
F 4.7133 -4.5259 2.0530 0.000
C 5.8331 -2.3700 1.9527 0.000
F 6.9767 -2.8846 2.4136 0.000
C 5.7076 -1.0003 1.6451 0.000
F 6.7275 -0.1246 1.8521 0.000
```

Its highest occupied orbital energy (spin up / spin down) is -10.43 / -10.45 eV. The orbital gap (spin up / spin down) comes out at 6.48 / 7.41 eV. As for the expectation value of S²: 8.779. Its multiplicity is 6. Its charge is +1. The calculation puts the LUMO energy (spin up / spin down) at -3.95 / -3.04 eV.

---

Entry 2:
Entry from the OMol25 dataset: a molecular structure, C30H45F6IrN4O4S2SbSi3 at a distorted geometry (ωB97M-V/def2-TZVPD).

The geometry in XYZ format:
```
96
Properties=species:S:1:pos:R:3:lowdin_spin:R:1
Ir 0.8842 0.2299 -0.1389 0.854
C -1.9940 -2.6681 -0.7998 0.012
Sb -1.6382 -0.5522 -0.5411 0.031
C 1.2603 -1.3944 -1.2055 -0.048
C 1.7187 -2.4064 -0.2966 0.003
C 2.1635 -3.6929 -0.5903 -0.007
C 2.6315 -4.4845 0.4521 -0.002
C 2.6554 -3.9634 1.7324 -0.002
C 2.1873 -2.6580 1.9521 0.009
N 1.7195 -1.9245 0.9682 0.086
Si 1.3380 -1.4836 -3.1348 -0.006
C -0.0044 -2.6864 -3.6563 -0.004
C 1.0057 0.2353 -3.7456 0.000
C 3.0452 -2.0707 -3.6041 0.000
C -2.5051 0.0909 1.3193 0.003
C -1.4826 0.9521 1.9815 0.002
C -1.8616 1.9878 2.8364 0.000
C -0.9228 2.6467 3.6045 0.004
C 0.4045 2.2406 3.5583 -0.001
C 0.7341 1.2412 2.6762 0.001
N -0.1631 0.6262 1.8852 -0.011
Si -2.7544 -1.4263 2.5468 0.001
C -1.1541 -2.4002 2.6680 0.000
C -4.1759 -2.5065 1.9957 0.000
C -3.0694 -0.7034 4.2414 0.000
Si -4.2186 0.8806 0.8231 0.000
C -5.4393 0.9429 2.2445 0.000
C -4.0151 2.6075 0.1664 0.000
C -4.8742 -0.2056 -0.5642 0.002
H -1.2309 -3.0503 -1.4720 0.000
H -2.9729 -2.7728 -1.2650 -0.001
H -1.9664 -3.1862 0.1540 0.002
H 2.1460 -4.0511 -1.6108 0.000
H 2.9830 -5.4896 0.2624 0.000
H 3.0215 -4.5507 2.5634 0.000
H 2.1844 -2.2245 2.9453 0.001
H -0.9860 -2.2085 -3.6434 0.000
H -0.0521 -3.5940 -3.0519 0.000
H 0.1943 -2.9942 -4.6851 -0.001
H -0.0560 0.4806 -3.7210 0.000
H 1.3401 0.3478 -4.7789 0.000
H 1.5361 0.9912 -3.1576 0.000
H 3.4204 -2.8987 -3.0030 0.000
H 3.7606 -1.2537 -3.5254 0.000
H 3.0165 -2.3972 -4.6463 0.000
H -2.9059 2.2526 2.9153 0.000
H -1.2249 3.4581 4.2536 0.000
H 1.1635 2.7032 4.1718 0.000
H 1.7573 0.8978 2.5895 0.000
H -0.5940 -2.4361 1.7354 0.000
H -1.3585 -3.4268 2.9821 0.000
H -0.5068 -1.9499 3.4230 0.000
H -4.0536 -2.9328 1.0004 0.000
H -5.1259 -1.9747 2.0150 0.000
H -4.2619 -3.3425 2.6946 0.000
H -2.1746 -0.2204 4.6382 0.000
H -3.3345 -1.5122 4.9275 0.000
H -3.8820 0.0202 4.2624 0.000
H -5.1856 1.7110 2.9777 0.000
H -5.5845 0.0043 2.7744 0.000
H -6.4051 1.2266 1.8175 0.000
H -3.4316 3.2613 0.8113 0.000
H -5.0043 3.0558 0.0485 0.000
H -3.5397 2.5878 -0.8148 0.000
H -4.8285 -1.2739 -0.3495 0.000
H -4.3371 -0.0134 -1.5018 0.001
H -5.9204 0.0395 -0.7570 0.000
F 2.4342 5.8698 -0.5313 0.000
C 1.6829 5.0542 0.1748 0.001
F 2.2606 4.7998 1.3513 0.000
F 0.4896 5.5852 0.3773 0.000
S 1.5675 3.4268 -0.7064 0.002
O 0.9050 2.5541 0.2888 0.031
O 2.9415 3.0798 -0.9522 0.000
N 0.8004 3.6687 -2.0271 0.000
S -0.6910 3.2596 -2.3564 0.001
O -1.1457 2.1676 -1.5061 0.015
O -0.8918 3.1333 -3.7558 0.001
C -1.6525 4.7544 -1.8217 0.001
F -1.7695 4.7323 -0.4909 0.000
F -1.0045 5.8506 -2.1806 0.000
F -2.8526 4.7424 -2.3710 0.000
N 3.2060 0.5398 0.1064 0.013
C 4.2467 0.0217 -0.7428 0.000
C 4.6760 0.7521 -1.8448 0.001
C 5.7284 0.2755 -2.6110 0.000
C 6.3434 -0.9289 -2.2942 0.002
C 5.9006 -1.6591 -1.2011 0.000
C 4.8518 -1.1877 -0.4255 0.001
H 3.1630 1.5580 0.0074 0.000
H 3.3601 0.2825 1.0732 0.000
H 4.2119 1.7013 -2.0785 0.000
H 6.0756 0.8545 -3.4561 0.000
H 7.1718 -1.2916 -2.8869 0.000
H 6.3899 -2.5878 -0.9388 0.000
H 4.5258 -1.7470 0.4452 0.000
```

Its highest occupied orbital energy (spin up / spin down) is -13.92 / -13.84 eV. The orbital gap (spin up / spin down) comes out at 5.30 / 5.31 eV. As for the expectation value of S²: 0.783. Its multiplicity is 2. Its charge is +2. The calculation puts the LUMO energy (spin up / spin down) at -8.62 / -8.53 eV.

---

Entry 3:
Entry from the OMol25 dataset: a molecular structure, C30H45MnNO2P2S2 at a distorted geometry (ωB97M-V/def2-TZVPD).

The geometry in XYZ format:
```
83
Properties=species:S:1:pos:R:3:lowdin_spin:R:1
Mn 0.9149 0.5288 1.0194 2.833
C 2.6151 0.5792 2.5576 -0.074
C 3.0671 0.9937 1.2509 -0.152
C 1.4539 2.4978 1.9529 -0.092
C 1.5868 1.4613 2.9740 -0.094
C 2.3675 2.2182 0.9048 -0.063
C 3.2027 -0.5339 3.3661 -0.006
H 3.6099 -1.3259 2.7321 0.000
H 2.4642 -0.9763 4.0400 -0.001
H 4.0253 -0.1472 3.9819 -0.003
C 0.8393 1.4399 4.2691 -0.008
H 0.9448 0.4753 4.7725 0.000
H -0.2254 1.6196 4.0904 -0.001
H 1.2150 2.2191 4.9458 -0.005
C 0.6026 3.7192 2.0790 0.021
H 1.1178 4.4569 2.7096 -0.005
H -0.3614 3.4779 2.5307 0.016
H 0.4137 4.1763 1.1047 -0.001
C 2.6669 3.1028 -0.2655 -0.003
H 3.4466 3.8300 -0.0030 -0.003
H 1.7810 3.6606 -0.5792 -0.001
H 3.0316 2.5323 -1.1241 0.000
C 4.2680 0.4594 0.5313 -0.023
H 5.1580 1.0455 0.7969 -0.011
H 4.1489 0.5155 -0.5540 -0.003
H 4.4663 -0.5814 0.7965 -0.001
C -0.2197 -1.3818 1.0589 -0.026
C 1.1525 -1.6631 1.1277 -0.036
C 1.9680 -2.2076 -0.0273 -0.005
C 1.7021 -1.4295 -1.3261 0.000
C 1.3732 0.0346 -1.0462 -0.016
C 0.0527 0.5395 -0.9788 -0.002
C -1.1696 -0.3442 -1.0877 0.006
C -1.0887 -1.5909 -0.1711 -0.003
H 1.7616 -3.2815 -0.1597 -0.002
H 0.8804 -1.8867 -1.8865 -0.001
H 3.0294 -2.1307 0.2308 0.000
H -0.7178 -2.4559 -0.7328 -0.001
H -0.7554 -1.3418 2.0009 0.003
H 1.5454 -1.9012 2.1128 0.001
H -2.0981 -1.8475 0.1627 0.000
H -2.0373 0.2507 -0.7966 0.007
H -0.1068 1.5794 -1.2581 0.007
H -1.3201 -0.6551 -2.1335 -0.002
H 2.5825 -1.4824 -1.9760 0.000
H 2.1383 0.7329 -1.3729 0.002
P -0.4453 -3.6304 -4.0507 0.001
C -1.7873 -4.6826 -3.3177 0.000
C 0.6270 -4.9635 -4.7629 0.000
P -0.7143 -1.4325 -6.1979 0.000
C -1.3165 -3.0948 -5.6087 0.000
C 0.2639 -1.9879 -7.6746 0.000
C -2.2524 -0.8554 -7.0557 0.000
H -2.6072 -4.0438 -2.9741 0.000
H -1.3921 -5.2196 -2.4490 0.000
H -2.1793 -5.4108 -4.0382 0.000
H 0.0455 -5.6917 -5.3416 0.000
H 1.1470 -5.4846 -3.9528 0.000
H 1.3762 -4.5083 -5.4172 0.000
H -2.6182 -1.5924 -7.7813 0.000
H -2.0484 0.0863 -7.5754 0.000
H -3.0318 -0.6757 -6.3095 0.000
H -2.3957 -3.0546 -5.4059 0.000
H -1.1446 -3.8289 -6.4081 0.000
H 0.5760 -1.1113 -8.2522 0.000
H -0.3149 -2.6551 -8.3247 0.000
H 1.1666 -2.5096 -7.3407 0.000
O -4.9895 0.1916 4.8739 -0.002
S -4.7316 1.5848 4.2848 0.004
O -5.9197 2.0111 3.4117 0.010
N -3.6007 1.1590 3.0264 0.027
C -2.4669 1.7734 3.0825 0.041
S -1.4249 1.5272 1.5354 0.661
C -2.4181 2.7761 4.2799 0.004
C -1.4330 3.6767 4.7988 0.000
C -1.6891 4.4777 5.9184 0.000
C -2.9220 4.4176 6.5640 0.000
C -3.8997 3.5381 6.0986 0.001
C -3.6248 2.7412 4.9819 0.003
H -0.4427 3.8162 4.4441 0.000
H -0.9230 5.1477 6.2905 0.000
H -3.1076 5.0446 7.4271 0.000
H -4.8547 3.4824 6.6004 0.000
```

Its highest occupied orbital energy (spin up / spin down) is -12.16 / -12.16 eV. The orbital gap (spin up / spin down) comes out at 3.67 / 2.93 eV. As for the expectation value of S²: 4.218. Its multiplicity is 4. Its charge is +2. The calculation puts the LUMO energy (spin up / spin down) at -8.49 / -9.23 eV.